Record 1
Computed, not measured: 2 unconnected molecules or ions with the total composition C28H30N3 in a non-equilibrium geometry, with the ωB97M-V functional and the def2-TZVPD basis.

Computed properties:
Total charge: +1
Calculated total energy in eV: -33985.474
HOMO in eV: -10.64
Relative energy (zero: lowest compared OMol25 entry of this formula, charge and spin) in eV: 2.875

Geometry (Å):
C -5.563 -0.016 0.925
N -5.170 -0.426 2.275
C -5.756 -1.615 2.783
C -5.591 -2.853 2.138
C -6.149 -4.003 2.701
C -6.937 -3.915 3.855
C -7.130 -2.676 4.473
C -6.532 -1.531 3.956
C -3.911 0.017 2.742
C -3.790 1.235 3.439
C -2.552 1.661 3.869
C -1.367 0.949 3.528
C -0.111 1.454 3.958
C 1.154 1.127 3.405
C 2.304 1.179 4.251
C 3.495 0.618 3.846
C 3.665 0.215 2.501
N 4.844 -0.413 2.100
C 5.348 -0.220 0.747
C 5.340 -1.561 2.771
C 5.150 -2.826 2.180
C 5.724 -3.959 2.748
C 6.535 -3.837 3.887
C 6.716 -2.582 4.478
C 6.106 -1.446 3.943
C 2.610 0.411 1.579
C 1.349 0.781 2.031
C -1.503 -0.239 2.753
C -2.757 -0.717 2.419
H -5.333 1.051 0.818
H -5.026 -0.564 0.130
H -6.648 -0.162 0.808
H -5.001 -2.906 1.216
H -5.975 -4.970 2.227
H -7.417 -4.806 4.261
H -7.753 -2.598 5.362
H -6.671 -0.553 4.421
H -4.680 1.839 3.620
H -2.453 2.601 4.411
H -0.115 2.038 4.883
H 2.205 1.608 5.248
H 4.327 0.496 4.544
H 6.437 -0.364 0.772
H 4.913 -0.916 0.015
H 5.117 0.801 0.437
H 4.532 -2.905 1.279
H 5.540 -4.939 2.302
H 7.022 -4.720 4.309
H 7.336 -2.492 5.370
H 6.237 -0.465 4.401
H 2.782 0.190 0.523
H 0.503 0.826 1.336
H -0.610 -0.760 2.408
H -2.879 -1.645 1.855
C -0.944 5.149 4.221
N -0.377 4.006 3.526
H -0.567 6.108 3.839
H -2.035 5.148 4.110
H -0.690 5.057 5.285
H -0.838 3.779 2.639
H 0.645 4.079 3.410

These are the natural (NBO) partial charges, in e, on atoms 1 to 6:
1 C -0.391
2 N -0.528
3 C 0.127
4 C -0.245
5 C -0.188
6 C -0.210

Record 2
Computed, not measured: a single C5H8O2 molecule, with the ωB97M-V functional and the def2-TZVPD basis.

Computed properties:
Structure (SMILES): C=C(O)C1(O)CC1
Calculated total energy in eV: -9407.924
HOMO in eV: -8.90
Relative energy (zero: lowest compared OMol25 entry of this formula, charge and spin) in eV: 1.908

Geometry (Å):
C -0.367 -1.849 0.417
C -0.725 -0.702 -0.163
O -1.782 -0.662 -1.028
C -0.090 0.649 -0.006
O -0.982 1.728 0.003
C 1.268 0.913 -0.593
C 1.070 0.853 0.900
H 0.506 -1.891 1.023
H -0.918 -2.790 0.403
H -1.995 -1.595 -1.102
H -1.688 1.568 -0.636
H 1.395 1.898 -1.026
H 1.777 0.086 -1.073
H 1.466 0.001 1.439
H 1.064 1.795 1.441

These are the natural (NBO) partial charges, in e, on atoms 1 to 6:
1 C -0.556
2 C 0.328
3 O -0.683
4 C 0.173
5 O -0.695
6 C -0.427

Record 3
Computed, not measured: a single CH6OSi2 molecule in a non-equilibrium geometry, with the ωB97M-V functional and the def2-TZVPD basis.

Computed properties:
2S+1: 3
Calculated total energy in eV: -18931.627
HOMO (alpha / beta) in eV: -9.18 / -10.78
Relative energy (zero: lowest compared OMol25 entry of this formula, charge and spin) in eV: 0.268

Geometry (Å):
C -0.065 -0.863 0.218
O -0.536 0.820 1.759
Si 1.221 -0.102 -0.952
Si -1.552 0.287 0.714
H 0.434 -1.240 1.104
H 2.108 -1.210 -1.365
H 0.650 1.023 -1.841
H 2.468 0.442 -0.316
H -1.892 0.853 -0.573
H -2.836 -0.009 1.253

These are the natural (NBO) partial charges, in e, on atoms 1 to 6:
1 C -0.806
2 O -0.712
3 Si 0.789
4 Si 1.373
5 H 0.200
6 H -0.144

Record 4
Computed, not measured: a molecular structure, C24H18F5O2V in a non-equilibrium geometry, with the ωB97M-V functional and the def2-TZVPD basis.

Computed properties:
2S+1: 4
Total charge: -1
Calculated total energy in eV: -68547.931
HOMO (alpha / beta) in eV: -3.64 / -3.64
Relative energy (zero: lowest compared OMol25 entry of this formula, charge and spin) in eV: 0.163

Geometry (Å):
C 0.630 -1.486 1.811
C -0.720 -1.648 1.349
C -0.677 -2.004 -0.048
H -1.613 -1.536 1.949
C 0.704 -2.090 -0.432
C 1.512 -1.751 0.702
H 2.594 -1.664 0.708
H 0.915 -1.227 2.823
H -1.534 -2.198 -0.679
H 1.083 -2.399 -1.404
C -0.770 1.964 0.357
C -0.404 1.766 1.730
C 1.012 1.652 1.813
H -1.085 1.794 2.577
C 1.557 1.884 0.504
C 0.456 2.071 -0.409
H 0.534 2.356 -1.458
H -1.787 2.028 -0.031
H 1.582 1.489 2.730
H 2.619 1.958 0.253
V 0.241 -0.124 0.287
O 0.081 -0.159 -2.623
C -1.155 -0.621 -3.191
C 0.055 -0.905 -4.011
H -1.616 -1.487 -2.721
H -1.817 0.204 -3.460
H 0.536 -1.889 -3.928
H 1.148 -1.850 -6.261
C 0.841 -0.797 -6.378
C 0.284 -0.144 -5.242
C -0.164 1.193 -5.397
H -0.614 1.716 -4.544
C -0.069 1.832 -6.644
H -0.446 2.851 -6.746
C 0.476 1.165 -7.752
H 0.541 1.669 -8.712
C 0.939 -0.152 -7.608
H 1.354 -0.686 -8.468
F 0.125 -0.573 9.158
C -0.211 -0.415 7.865
C -0.018 0.825 7.247
F 0.422 1.877 7.975
C -0.312 0.983 5.915
F -0.109 2.160 5.287
C -0.922 -0.067 5.141
O -1.323 0.093 3.964
C -1.148 -1.309 5.843
F -1.746 -2.303 5.162
C -0.830 -1.459 7.167
F -1.153 -2.589 7.834

These are the natural (NBO) partial charges, in e, on atoms 1 to 6:
1 C -0.317
2 C -0.323
3 C -0.356
4 H 0.273
5 C -0.327
6 C -0.349

Record 5
Computed, not measured: 2 unconnected molecules or ions with the total composition CH6N2O2 in a non-equilibrium geometry, with the ωB97M-V functional and the def2-TZVPD basis.

Computed properties:
Structure (SMILES): NC(=O)O.N
Calculated total energy in eV: -8210.278
HOMO in eV: -10.19
Relative energy (zero: lowest compared OMol25 entry of this formula, charge and spin) in eV: 0.598

Geometry (Å):
N -1.165 1.038 0.596
C -0.769 0.741 -0.678
O -1.447 0.113 -1.472
O 0.440 1.274 -0.980
H -2.119 0.897 0.825
H -0.650 1.698 1.162
H 0.982 0.608 -0.591
N 1.160 -1.300 0.259
H 0.351 -1.754 0.670
H 1.294 -1.779 -0.644
H 1.924 -1.537 0.853

These are the natural (NBO) partial charges, in e, on atoms 1 to 6:
1 N -0.849
2 C 0.879
3 O -0.622
4 O -0.730
5 H 0.397
6 H 0.399

Record 6
Computed, not measured: a molecular structure, C2H4O3P in a non-equilibrium geometry, with the ωB97M-V functional and the def2-TZVPD basis.

Computed properties:
Total charge: -1
Calculated total energy in eV: -17570.269
HOMO in eV: -3.85
Relative energy (zero: lowest compared OMol25 entry of this formula, charge and spin) in eV: 2.965

Geometry (Å):
C 0.437 -0.180 1.474
C 0.359 -0.150 -1.281
O 1.459 -2.457 -0.360
O 2.812 -0.294 -0.189
O 1.307 -0.608 2.172
P 1.571 -0.961 -0.433
H 0.224 0.898 1.474
H -0.276 -0.827 1.102
H -0.497 -0.674 -1.001
H 0.338 0.886 -1.288

These are the natural (NBO) partial charges, in e, on atoms 1 to 6:
1 C 0.161
2 C -1.169
3 O -1.126
4 O -1.126
5 O -0.536
6 P 2.169